ORCA calculation (ωB97M-V/def2-TZVPD) on a single C3H4O2S2 molecule in a non-equilibrium geometry.

```
11
Properties=species:S:1:pos:R:3:forces:R:3:lowdin_charge:R:1
C 2.06672 1.81335 0.34940 -0.508 0.702 -3.821 -0.023
O 0.72982 1.19077 0.17242 1.095 -0.975 -0.937 -0.177
C 0.55073 -0.11859 -0.11604 -1.444 0.738 0.080 -0.775
S 1.57422 -1.38205 -0.40341 -0.738 1.763 0.193 0.730
C -1.08170 -0.31834 0.04162 2.205 -0.188 1.665 -0.812
O -1.09557 -1.34777 0.94286 0.696 0.945 -1.391 -0.038
S -2.29198 0.68254 -0.37930 0.806 -1.012 -0.128 0.739
H 1.77511 2.70073 0.87974 0.557 0.109 0.632 0.080
H 2.66168 2.17631 -0.67395 -2.139 -1.100 2.206 0.153
H 2.69540 1.07881 0.74306 1.009 -0.741 1.335 0.035
H -1.93665 -1.76609 1.00235 -1.538 -0.239 0.164 0.089
```
Positions in Å, forces in eV/Å.

Computed properties:
E_LUMO ... -0.606 eV
HOMO energy ... -8.87 eV
ΔE to the lowest compared entry with this formula, charge and spin ... 47.13 kcal/mol
SMILES ... COC(=S)C(O)=S